i | Here is an isolated ion of composition C3H3N2O and charge +1 from OMol25. Energies are from ωB97M-V/def2-TZVPD.

Values from the calculation:
HOMO-LUMO gap (spin up / spin down) (Ha): 0.2655 / 0.2655
HOMO energy (spin up / spin down) (eV): -14.96 / -14.96

The geometry in ORCA input format:
```
! wB97M-V def2-TZVPD RIJCOSX def2/J DEFGRID3
* xyz 1 1
C -0.2763 0.9361 -1.1027
C 0.5748 0.0023 0.9165
C -1.1830 -0.0919 -1.3268
N 0.5065 0.8319 -0.1103
N 0.7833 -1.2256 1.0125
O -1.8317 -1.0008 -1.3897
H -0.0767 1.7188 -1.7122
H 0.5648 0.6255 1.8931
H 0.9383 -1.7962 1.8197
*
```



ii | Here is an isolated ion of composition C3H3N2O and charge +1 from OMol25. Energies are from ωB97M-V/def2-TZVPD.

Values from the calculation:
HOMO-LUMO gap (spin up / spin down) (Ha): 0.3127 / 0.2785
HOMO energy (spin up / spin down) (eV): -16.74 / -15.65

The geometry in ORCA input format:
```
! wB97M-V def2-TZVPD RIJCOSX def2/J DEFGRID3
* xyz 1 1
C -0.1039 -0.0133 -0.0431
C -1.1835 0.7308 0.0013
C -0.2249 -1.4627 0.0716
N -1.2972 -2.0050 -0.1119
N -2.3417 0.1748 0.1208
O -3.4666 0.4020 -0.0315
H 0.8629 0.5169 -0.1981
H -0.8363 1.7282 -0.1181
H 0.7660 -2.0956 0.3468
*
```



Stability ranking, top entry: i; the second entry is 3.179 eV less favorable.